1.
DFT (ωB97M-V/def2-TZVPD) results for a 11-piece molecular cluster, C34H67INO10 overall at a distorted geometry.

Properties
E_HOMO, eV: -2.15
Lowest unoccupied orbital energy, eV: 1.426
Net charge: -1

```
113
C34H67INO10, DFT ωB97M-V/def2-TZVPD
C -0.13 -7.27 -2.62
H 5.53 -0.91 -4.77
C 2.48 4.41 -6.43
C -11.23 -3.65 -0.49
C -6.57 -4.68 1.38
C 5.42 0.94 -3.39
H 2.31 7.36 3.92
H -11.25 -2.61 -0.83
C 4.28 -1.60 5.95
H 4.64 -1.68 8.05
H 0.05 -4.09 -0.37
H 3.10 6.75 1.42
O -4.62 -5.00 0.04
H -0.60 -8.16 -3.03
H 3.88 -1.68 3.85
H -10.98 -4.29 -1.34
H 4.52 -3.19 4.54
H 4.23 0.53 -1.43
H 0.48 -3.96 1.37
H 0.58 -7.58 -1.84
C -10.34 -3.01 1.84
C 2.46 0.60 1.49
C 2.95 0.97 2.86
H -3.07 -2.54 1.20
C 1.35 8.14 7.32
H 1.17 -2.25 -6.72
H 7.37 2.47 -3.94
H 3.78 6.57 4.58
H -0.30 -1.46 -7.38
O -1.26 -3.84 -5.65
H -2.81 -6.65 -3.34
H 7.15 0.21 -4.75
C 1.51 6.69 -7.11
H 5.90 -0.51 -1.60
H 2.82 -2.70 4.84
H 1.82 4.33 -5.56
H 4.57 5.96 2.08
H -5.86 -4.80 2.21
C 0.79 8.17 8.72
C 0.95 9.25 6.38
O -0.96 -1.34 0.59
C 4.30 -2.35 7.25
H 1.12 9.09 9.22
H 4.32 -0.94 -2.63
H 2.16 6.00 5.06
H 2.92 2.06 2.98
O 2.10 7.23 6.95
H 0.38 -1.64 -4.22
C 6.57 3.05 -3.30
H 5.00 -3.19 7.18
H -7.10 -3.67 -1.23
H -2.92 -5.19 -2.33
C -2.24 -5.83 -2.91
H 3.42 5.03 1.09
H -7.40 -5.44 -1.24
H 3.44 4.84 -6.14
H -0.30 8.13 8.68
C 5.97 0.19 -4.74
H 0.02 -3.18 -7.71
C -0.65 -2.77 -5.72
C 3.84 -2.35 4.72
H -11.28 -3.27 2.33
H 1.16 7.31 9.28
H 3.30 -2.71 7.49
H 1.07 -2.75 0.20
H -2.13 -3.82 2.00
C -0.65 -1.80 -4.57
C 2.75 6.41 4.23
C 0.23 -3.40 0.46
O -1.14 -6.08 -0.81
H 0.35 0.50 1.80
C 1.06 0.98 1.12
H 0.42 -6.73 -3.39
H 2.43 7.22 -6.86
H 2.32 0.49 3.62
H 1.43 9.09 5.41
C -10.18 -3.81 0.58
H -12.21 -3.94 -0.10
C 0.11 -2.38 -6.96
H -5.97 -4.76 -2.06
C -5.83 -4.80 0.07
H 3.98 0.63 2.99
C -6.64 -4.66 -1.19
H -9.51 -3.23 2.52
H -1.79 -5.22 -3.70
H 0.95 2.07 1.16
C 4.96 -0.06 -2.13
H 0.85 0.65 0.10
H 1.28 10.21 6.78
H 0.81 6.71 -6.27
H -10.33 -1.94 1.61
C 1.83 5.26 -7.48
O 3.19 0.00 0.70
C -2.27 -3.27 1.06
H -7.32 -5.47 1.45
H -1.09 -0.85 -4.88
C 3.51 5.83 1.84
I 6.04 4.83 -4.54
N 5.25 2.29 -3.21
H 1.04 7.19 -7.97
C 2.75 5.44 3.08
H 2.65 3.40 -6.83
O 2.14 4.37 3.15
H -1.24 -2.21 -3.74
O -9.23 -4.58 0.43
C -0.99 -2.56 0.69
H 5.63 0.85 -5.66
O 4.61 -0.41 5.89
H -0.13 9.25 6.25
C -1.17 -6.37 -2.00
H -2.56 -3.96 0.26
H -7.03 -3.70 1.46
O 1.56 4.82 -8.60
```

---

2.
DFT (ωB97M-V/def2-TZVPD) results for C34H68Br2N3O15 as an isolated structure at a distorted geometry.

Properties
E_HOMO, eV: -11.42
Lowest unoccupied orbital energy, eV: -2.658
Net charge: +1

```
122
C34H68Br2N3O15, DFT ωB97M-V/def2-TZVPD
H -11.12 8.22 -3.73
O -0.91 3.40 7.73
C 1.78 -3.97 -1.26
C -1.47 2.94 5.17
H 2.03 -1.49 5.76
H -1.63 1.99 -5.04
H -10.39 7.98 -5.31
H 1.74 -2.11 0.54
H 2.33 -0.60 -2.26
O -1.39 1.24 8.21
O 4.79 0.37 7.37
H -5.52 3.93 -3.99
O 1.49 -0.55 2.18
H 0.99 -2.28 -2.92
C 0.76 -2.59 0.44
C 2.78 -0.74 6.01
O 3.95 -1.48 6.38
C -0.03 3.16 4.77
N 0.64 -3.01 -0.99
O -1.59 1.92 6.17
H 0.55 3.56 5.60
C 7.00 -0.96 7.96
N -0.37 0.77 1.86
C -0.28 -1.58 0.96
H 4.70 -3.86 -0.33
C 9.16 -2.07 -0.83
H -11.14 3.04 -6.31
C 3.10 -3.30 -1.64
H 6.81 -4.54 -0.21
H 9.43 -2.70 -1.69
C -1.26 2.30 7.41
H -1.00 0.68 2.65
O 8.73 -0.82 -1.35
C 0.37 -0.44 1.72
H 6.67 -0.46 8.87
C 0.61 -1.88 -1.99
C -10.26 3.21 -5.70
C 4.27 -4.24 -1.25
H -2.05 2.57 4.32
H 9.39 1.07 -1.70
H -2.84 -5.42 -0.28
O -10.54 5.74 -6.41
H 5.76 -5.35 -2.33
O -3.99 1.84 -3.64
H 8.32 -3.08 0.90
H 0.08 1.64 9.62
H 0.43 2.22 4.46
H 3.25 -2.38 -1.09
H -6.50 1.65 -3.60
C -1.00 1.49 9.56
H 3.13 -3.10 -2.71
H 1.09 2.50 -1.70
C 6.52 -3.37 -2.02
C -0.66 -3.79 -1.11
C 3.03 0.15 4.81
O 5.90 -1.60 7.30
C -2.01 0.98 -5.14
H -0.96 -1.24 0.18
C 7.99 -2.71 -0.07
H 6.12 -2.40 -1.75
C 5.36 -4.34 -2.33
H 0.09 -5.20 0.48
O -10.97 6.28 -4.26
H -7.40 1.80 -5.10
H -13.34 7.47 -4.61
H -1.50 -3.19 -0.80
C 7.39 -3.89 -0.86
H -0.90 0.96 1.02
H 0.80 -3.45 1.10
H -10.03 2.30 -5.15
H 7.70 -1.75 8.22
H 2.41 -0.18 6.86
C -2.05 -5.20 0.44
H -1.97 0.47 -4.19
C 9.80 0.09 -1.52
H -9.41 3.48 -6.33
H -1.94 3.86 5.51
Br -0.54 -6.72 -1.35
H -0.37 1.98 -1.11
H 0.03 3.87 3.94
O -5.42 1.56 -5.37
C -11.19 7.65 -4.65
H 4.91 -4.08 -3.29
C -12.55 7.84 -5.28
H -0.43 -1.59 -2.12
C -6.41 3.61 -4.52
H 3.89 -5.24 -1.03
C 4.87 -0.79 7.05
H 10.42 0.14 -0.63
H -12.73 8.90 -5.48
H 3.75 0.93 5.05
C -10.67 5.45 -5.25
H -1.41 0.44 -5.87
H 1.51 -4.69 -2.03
C 1.42 -0.61 -1.66
O -10.52 4.23 -4.73
Br -1.09 -4.19 -2.97
C 0.62 0.59 -2.17
H -6.37 4.04 -5.52
H -1.27 0.60 10.13
N 0.59 1.72 -1.30
H -2.27 -4.29 1.00
H -7.28 4.01 -4.00
H 7.23 -1.95 0.08
H -2.02 -6.04 1.12
O 0.02 0.54 -3.22
H 7.11 -3.29 -2.93
H 8.21 -4.47 -1.28
H -0.92 -2.10 1.67
H 7.48 -0.25 7.29
H -12.63 7.29 -6.22
H 1.96 -4.55 -0.36
H 10.01 -1.95 -0.17
H 3.43 -0.42 3.98
H 10.41 -0.19 -2.39
H -1.52 2.35 9.97
H 2.11 0.63 4.49
C -6.49 2.10 -4.59
C -0.70 -5.11 -0.26
H 1.65 -0.42 -0.62
C -4.23 1.51 -4.78
O -3.35 1.01 -5.64
```

---

What is the formula in the first record? C34H67INO10

---

What is the formula in the second record? C34H68Br2N3O15

---

E_HOMO of number 2 (C34H68Br2N3O15)? -11.42 eV

---

Look up the lowest unoccupied orbital energy of the second one. -2.658 eV